Record 1
Below is a 2-piece molecular cluster, C6H15NO overall, with properties calculated with the ωB97M-V functional and the def2-TZVPD basis.

Summary:
* SMILES: C=CCCCNC.O
* orbital gap: 9.61 eV
* HOMO energy: -8.733 eV
* 2S+1: 1
* energy: -367.5095 hartree
* total charge: 0

Structure (XYZ):
```
23
C6H15NO (the ωB97M-V functional and the def2-TZVPD basis)
C -1.8545 -1.1585 -0.9777
C -2.2019 -0.0290 -0.3611
C -1.5815 0.5444 0.8756
C -0.2437 1.2523 0.7860
C 0.8209 0.2502 1.2658
N 1.1686 -0.7106 0.1676
C 2.3621 -1.5008 0.3187
H -2.4492 -1.6552 -1.6566
H -1.0066 -1.7723 -0.6859
H -2.9845 0.5051 -0.6289
H -2.3224 1.2248 1.3789
H -1.5778 -0.2526 1.6509
H -0.0715 1.5223 -0.2871
H -0.2415 2.1878 1.4437
H 0.4085 -0.2827 2.1824
H 1.7236 0.7374 1.6398
H 0.3847 -1.2695 -0.1065
H 2.6518 -2.0019 1.2602
H 2.3069 -2.2754 -0.5841
H 3.1901 -0.7456 0.1912
O 0.3736 2.1962 -2.7301
H 1.3025 1.8019 -2.4943
H -0.1581 1.4320 -2.6486
```

Record 2
Below is C6H15NO as an isolated structure, with properties calculated with the ωB97M-V functional and the def2-TZVPD basis.

Summary:
* orbital gap: 8.93 eV
* HOMO energy: -7.941 eV
* 2S+1: 1
* energy: -367.4916 hartree
* total charge: 0

Structure (XYZ):
```
23
C6H15NO (the ωB97M-V functional and the def2-TZVPD basis)
C 0.3058 -1.7652 1.5599
C -0.4694 0.0583 1.1140
C -1.8730 -0.2493 0.6304
N 0.0112 -2.6798 0.6076
H 0.2891 -2.3150 -0.3669
H -0.9520 -2.9966 0.6153
H 1.3578 -1.4940 1.6120
H -0.1802 -1.9206 2.5185
H -0.0860 1.0204 0.7910
H -0.4512 0.2504 2.1884
H -2.4685 0.6545 0.4838
H -1.8459 -0.8037 -0.3137
H -2.4120 -0.8764 1.3463
C 0.4312 1.2353 -1.6352
C 1.1864 2.4417 -1.0839
C 0.8220 -0.0848 -1.0038
O 0.3906 -1.1555 -1.4862
H 1.7978 -0.0712 -0.4872
H -0.6508 1.3663 -1.5596
H 0.6560 1.1299 -2.7022
H 2.2645 2.3018 -1.1795
H 0.9099 3.3499 -1.6208
H 0.9669 2.6035 -0.0283
```

Record 3
Below is a 2-piece molecular cluster, C6H15NO overall, with properties calculated with the ωB97M-V functional and the def2-TZVPD basis.

Summary:
* SMILES: C/C=[NH+]\[O-].CC(C)C
* orbital gap: 9.57 eV
* HOMO energy: -8.765 eV
* 2S+1: 1
* energy: -367.5264 hartree
* total charge: 0

Structure (XYZ):
```
23
C6H15NO (the ωB97M-V functional and the def2-TZVPD basis)
C 2.2003 1.6324 -0.7546
C 0.9170 2.3208 -1.0394
N 0.0080 1.7771 -1.7771
O 0.0399 0.6470 -2.3317
H 2.2329 0.7034 -1.3234
H 2.2938 1.4097 0.3069
H 3.0461 2.2617 -1.0375
H 0.7144 3.2993 -0.6326
H -0.8590 2.3186 -1.9283
C -1.7490 -1.4341 -0.2680
C -0.9610 -1.3955 1.0388
C 0.4259 -1.9972 0.8302
C -0.8460 0.0376 1.5532
H -2.7341 -0.9904 -0.1371
H -1.8791 -2.4603 -0.6036
H -1.2193 -0.8886 -1.0465
H -1.4939 -1.9899 1.7908
H 0.3494 -3.0387 0.5272
H 1.0129 -1.9472 1.7448
H 0.9502 -1.4534 0.0480
H -0.3060 0.6500 0.8348
H -1.8324 0.4721 1.7043
H -0.3111 0.0655 2.5008
```

Record 4
Below is a 2-piece molecular cluster, C6H15NO overall, with properties calculated with the ωB97M-V functional and the def2-TZVPD basis.

Summary:
* orbital gap (alpha / beta): 8.04 / 4.14 eV
* <S²>: 0.75
* HOMO energy (alpha / beta): -12.835 / -12.827 eV
* 2S+1: 2
* energy: -367.2269 hartree
* total charge: +1

Structure (XYZ):
```
23
C6H15NO (the ωB97M-V functional and the def2-TZVPD basis)
C 1.0391 0.7405 1.0426
C -0.5031 0.7452 1.0259
C -1.1284 -0.1646 -0.0076
C -0.3780 -1.5382 -0.0695
C -1.2404 -2.6721 -0.1833
C -1.4184 -3.6583 0.8037
N 1.5368 -0.1014 2.1159
H 1.4145 0.3793 0.0780
H 1.3912 1.7787 1.0717
H -0.9409 1.7438 1.0024
H -0.7987 0.3824 2.0080
H -2.1709 -0.3445 0.1945
H -1.1741 0.2730 -1.0055
H 0.2471 -1.6401 0.7776
H 0.2232 -1.5713 -0.9915
H -1.8894 -2.7117 -1.0516
H -2.1723 -4.4234 0.6899
H -0.7986 -3.6756 1.6955
H 2.5488 -0.1226 2.0878
H 1.2502 0.2629 3.0153
H 1.6388 5.0621 -3.1060
H 0.7629 5.6273 -4.1708
O 1.3902 4.8996 -4.0328
```

Record 5
Below is a 2-piece molecular cluster, C6H15NO2 overall, with properties calculated with the ωB97M-V functional and the def2-TZVPD basis.

Summary:
* orbital gap (alpha / beta): 2.93 / 6.86 eV
* <S²>: 0.75
* HOMO energy (alpha / beta): 0.710 / -3.292 eV
* 2S+1: 2
* energy: -442.7682 hartree
* total charge: -1

Structure (XYZ):
```
24
C6H15NO2 (the ωB97M-V functional and the def2-TZVPD basis)
C -0.4049 1.5293 -1.6436
C -0.3430 1.4717 -0.1016
N 0.0194 0.1978 0.5484
C 1.4017 -0.3014 0.2190
C 1.5191 -1.2832 -0.9366
C -1.0484 -0.7989 0.5625
C -1.5900 -1.3092 -0.7399
O -2.5976 -1.9797 -0.7628
H -1.2771 1.0074 -2.0047
H -0.4233 2.6092 -2.0126
H 0.5326 1.0448 -2.0620
H -1.3162 1.8109 0.2658
H 0.4040 2.3114 0.2514
H 1.7226 -0.8141 1.1765
H 2.0234 0.5794 0.1061
H 2.5938 -1.5575 -1.0834
H 0.9774 -2.2392 -0.8115
H 1.1630 -0.9210 -1.8502
H -1.9078 -0.4119 1.1517
H -0.6570 -1.6584 1.1922
H -1.0350 -1.0861 -1.6872
H -0.3254 1.0648 3.9043
H 0.2649 0.3246 2.6710
O 0.3038 0.4094 3.6471
```

Record 6
Below is a 2-piece molecular cluster, C6H15NO2 overall, with properties calculated with the ωB97M-V functional and the def2-TZVPD basis.

Summary:
* SMILES: CCCC[C@H](N)C=O.O
* orbital gap: 10.07 eV
* HOMO energy: -9.335 eV
* 2S+1: 1
* energy: -442.7375 hartree
* total charge: 0

Structure (XYZ):
```
24
C6H15NO2 (the ωB97M-V functional and the def2-TZVPD basis)
C -0.0993 0.0882 -2.0605
C 1.4321 -0.0988 -1.6314
C 1.4487 -1.1234 -0.3641
C 0.3049 -1.0396 0.6051
C 0.1858 0.3710 1.3153
N 0.9775 0.6640 2.4755
C -1.2846 0.5462 1.7685
O -2.1581 0.9539 1.0483
H -0.7319 0.4237 -1.3502
H -0.3625 -0.9606 -2.1611
H -0.4323 0.4034 -3.0444
H 1.8846 -0.6211 -2.4335
H 1.7899 0.8125 -1.2904
H 2.3363 -0.9040 0.2204
H 1.7113 -2.0702 -0.7087
H 0.3242 -1.7774 1.4490
H -0.7421 -1.0268 0.0016
H 0.3923 1.1069 0.5846
H 1.2009 -0.0116 3.1393
H 1.0438 1.7006 2.6851
H -1.3993 0.4304 2.8957
O -2.9155 0.5034 -1.3041
H -2.8495 0.4482 -0.3377
H -2.0573 1.1810 -1.5023
```

Record 7
Below is a 2-piece molecular cluster, C6H15NO2 overall, with properties calculated with the ωB97M-V functional and the def2-TZVPD basis.

Summary:
* SMILES: CCC(=O)N(C)CC.O
* orbital gap: 10.22 eV
* HOMO energy: -9.544 eV
* 2S+1: 1
* energy: -442.8371 hartree
* total charge: 0

Structure (XYZ):
```
24
C6H15NO2 (the ωB97M-V functional and the def2-TZVPD basis)
C -0.7440 2.8601 -0.7324
C -0.7560 1.6487 0.2025
C -0.4890 0.3005 -0.5399
O -0.8735 0.1545 -1.7372
N 0.1255 -0.7043 0.1457
C 0.6569 -1.8476 -0.6349
C 0.2907 -0.8021 1.5718
C 1.5273 -0.0976 2.2261
H -0.4336 3.7089 -0.1002
H -1.7753 3.0392 -1.0802
H -0.0792 2.8143 -1.6113
H -1.7034 1.5636 0.7688
H 0.0616 1.7955 0.9343
H -0.0337 -2.6913 -0.4679
H 1.6317 -2.0962 -0.1827
H 0.7961 -1.7167 -1.7212
H -0.5828 -0.3534 2.0830
H 0.3752 -1.8529 1.9096
H 1.6385 0.9604 1.9348
H 2.4130 -0.6539 1.8758
H 1.4873 -0.1571 3.3268
O -1.5588 -1.9799 -2.8473
H -1.1075 -1.2149 -2.4240
H -0.8671 -2.6778 -2.9001
```

Record 8
Below is C6H15NO2 as an isolated structure, with properties calculated with the ωB97M-V functional and the def2-TZVPD basis.

Summary:
* orbital gap: 8.60 eV
* HOMO energy: -7.770 eV
* 2S+1: 1
* energy: -442.7560 hartree
* total charge: 0

Structure (XYZ):
```
24
C6H15NO2 (the ωB97M-V functional and the def2-TZVPD basis)
C -2.1329 0.0961 -0.3757
C 0.4315 0.1076 0.2816
C -0.3411 -0.6303 -0.6536
C 2.1358 -0.5460 -0.4753
C 0.3587 -0.2222 1.7472
C 3.0593 0.6381 -0.6387
N -2.6595 -0.0563 0.9443
O -2.8881 -0.6197 -1.3138
O -2.1784 1.4465 -0.7423
H -2.9802 -0.0881 -2.1136
H -1.7965 1.9584 -0.0207
H 0.4482 1.1809 0.0915
H -3.6448 0.2123 0.9726
H -2.5832 -1.0162 1.2547
H -0.4660 -1.6889 -0.4518
H -0.2174 -0.3604 -1.6973
H 2.0609 -1.1234 -1.3961
H 2.4662 -1.2404 0.2955
H 0.3423 -1.3000 1.9057
H 1.2244 0.1856 2.2693
H -0.5397 0.2116 2.1860
H 3.1924 1.1674 0.3060
H 2.6595 1.3441 -1.3714
H 4.0486 0.3432 -1.0043
```

Record 9
Below is a 2-piece molecular cluster, C6H15NO2 overall, with properties calculated with the ωB97M-V functional and the def2-TZVPD basis.

Summary:
* SMILES: C[C@H](N)O.CC(C)=CO
* orbital gap: 9.10 eV
* HOMO energy: -8.469 eV
* 2S+1: 1
* energy: -442.8166 hartree
* total charge: 0

Structure (XYZ):
```
24
C6H15NO2 (the ωB97M-V functional and the def2-TZVPD basis)
C 0.3444 1.5672 -2.2771
C -0.2623 0.3433 -1.5967
N 0.5435 -0.8302 -1.8469
O -1.5783 0.1086 -2.0074
H 0.4536 1.3802 -3.3441
H 1.3250 1.7811 -1.8592
H -0.3020 2.4294 -2.1318
H -0.3463 0.5208 -0.4888
H 0.1805 -1.5888 -1.2338
H 1.4999 -0.6725 -1.5523
H -1.5548 -0.1885 -2.9249
C -1.4303 -0.0434 1.8517
C 0.0234 -0.2533 1.5406
C 0.9518 0.8824 1.8625
C 0.5052 -1.4597 1.2120
O -0.3071 -2.5724 1.1230
H -1.5809 0.0032 2.9327
H -1.7844 0.8933 1.4255
H -2.0195 -0.8673 1.4575
H 0.9228 1.1043 2.9287
H 1.9788 0.6470 1.5891
H 0.6452 1.7837 1.3320
H 1.5737 -1.6332 1.1437
H 0.2181 -3.3352 0.8641
```

Record 10
Below is a 2-piece molecular cluster, C6H15NO2 overall, with properties calculated with the ωB97M-V functional and the def2-TZVPD basis.

Summary:
* SMILES: C=C(CCCO)NC.O
* orbital gap: 8.34 eV
* HOMO energy: -7.616 eV
* 2S+1: 1
* energy: -442.7993 hartree
* total charge: 0

Structure (XYZ):
```
24
C6H15NO2 (the ωB97M-V functional and the def2-TZVPD basis)
C -0.1810 -0.2671 -2.4012
C 0.2842 0.3300 -1.3000
C 1.5739 -0.0670 -0.6571
C 1.6670 -0.4792 0.8396
C 0.9392 -1.7676 1.1680
O -0.4671 -1.6668 0.9381
N -0.4706 1.2875 -0.6690
C -0.0097 2.1645 0.3695
H -1.1646 0.0024 -2.7906
H 0.2649 -1.0650 -2.9823
H 2.1044 -0.8735 -1.1481
H 2.2426 0.7941 -0.7567
H 1.2815 0.3140 1.4832
H 2.7291 -0.4713 1.0324
H 1.0531 -2.0326 2.2120
H 1.3039 -2.5610 0.5021
H -0.6458 -1.1190 0.1632
H -1.3920 1.4505 -1.0265
H -0.1857 1.7549 1.3758
H 1.0452 2.4032 0.2773
H -0.5984 3.0795 0.3381
O -2.6309 0.3607 1.0165
H -2.6754 -0.2366 1.7713
H -2.6471 1.2392 1.4042
```

Record 11
Below is a 3-piece molecular cluster, C6H15NO2 overall, with properties calculated with the ωB97M-V functional and the def2-TZVPD basis.

Summary:
* orbital gap: 7.55 eV
* HOMO energy: -6.681 eV
* 2S+1: 1
* energy: -442.6358 hartree
* total charge: 0

Structure (XYZ):
```
24
C6H15NO2 (the ωB97M-V functional and the def2-TZVPD basis)
C 0.4419 0.7262 0.0127
C 0.1080 -0.6084 -0.3157
C -1.6395 0.5845 0.0436
C 0.7752 1.7781 -1.0002
C -0.1014 -1.1475 -1.6999
C -2.1391 0.0605 1.3627
N 2.0930 -1.4835 0.1811
O 0.8534 1.0245 1.2355
O 2.2048 -1.0094 1.6182
H 1.1462 0.1610 1.7120
H 1.8410 -1.7153 2.1649
H 2.9202 -1.0154 -0.2031
H -0.0973 -1.2756 0.5063
H -2.1604 0.2086 -0.8333
H -1.6443 1.6720 -0.0026
H 1.7547 1.5675 -1.4373
H 0.0573 1.8487 -1.8149
H 0.8497 2.7537 -0.5188
H -1.0708 -1.6436 -1.7807
H -0.0420 -0.3832 -2.4742
H 0.6673 -1.8961 -1.8925
H -2.2964 -1.0196 1.3404
H -3.0933 0.5244 1.6329
H -1.4283 0.2879 2.1629
```

Record 12
Below is a 2-piece molecular cluster, C6H15NO2Si overall, with properties calculated with the ωB97M-V functional and the def2-TZVPD basis.

Summary:
* orbital gap: 8.92 eV
* HOMO energy: -8.177 eV
* 2S+1: 1
* energy: -732.3105 hartree
* total charge: 0

Structure (XYZ):
```
25
C6H15NO2Si (the ωB97M-V functional and the def2-TZVPD basis)
C -0.0185 -2.8988 0.3641
C 0.3202 -1.6772 0.7515
C -2.3467 1.3812 -0.7968
C -2.2584 0.3364 1.3719
C 2.7182 0.7645 1.2711
C 1.4379 0.2566 -2.4211
N -1.6460 0.4604 0.0701
O 1.6720 1.3633 0.6254
O 0.2080 -0.0403 -1.8018
Si -0.0838 -0.1239 -0.2250
H 0.2118 -3.7709 0.9544
H -0.5477 -3.0820 -0.5588
H 0.8488 -1.5565 1.6892
H -1.8649 1.4088 -1.7723
H -3.3809 1.0446 -0.9160
H -2.3529 2.3923 -0.3729
H -1.7123 -0.3845 1.9728
H -2.2602 1.2968 1.8949
H -3.2929 -0.0029 1.2641
H 2.4365 0.3574 2.2577
H 3.4897 1.5293 1.4399
H 3.1838 -0.0514 0.6916
H 2.0406 -0.6476 -2.5137
H 1.9780 0.9931 -1.8284
H 1.2198 0.6514 -3.4120
```

Going through the records in order, we get max |F| values of 0.092, 0.059, 0.015, 0.025, 0.100, 0.099, 0.065, 0.121, 0.024, 0.028, 0.030, 0.077 hartree/bohr.